# CH2O2S

A single CH2O2S molecule in a non-equilibrium geometry (wB97M-V/def2-TZVPD, the OMol25 dataset).

XYZ file:
```
6
Properties=species:S:1:pos:R:3:forces:R:3
C -0.80425 0.14825 -0.10603 -0.88 -0.16 -0.91
O -1.94220 0.27231 -0.43401 0.63 -0.03 -0.43
O 0.22947 -0.09977 -0.97327 -1.92 0.32 -0.15
S 1.72613 -0.27114 -0.33952 1.32 -0.12 0.06
H -0.52823 0.18549 0.93171 0.63 0.06 0.81
H 1.31909 -0.23515 0.92112 0.22 -0.07 0.62
```
Positions in Å, forces in eV/Å.

- LUMO level (eV) = 0.36
- 2S+1 = 1
- relative energy (zero: lowest compared OMol25 entry of this formula, charge and spin) (kcal per mole) = 37.9
- max |F| (eV Å⁻¹) = 2.0
- total energy (Eh) = -587.926372
- total charge = 0
- HOMO-LUMO gap (eV) = 9.974
- highest occupied orbital energy (eV) = -9.62

natural (NBO) population analysis, charges in e, atoms 1 to 5: number 1, C, carries 0.646; number 2, O, carries -0.511; number 3, O, carries -0.650; number 4, S, carries 0.343; number 5, H, carries 0.101



# C2H5N3OS

A single C2H5N3OS molecule in a non-equilibrium geometry (wB97M-V/def2-TZVPD, the OMol25 dataset).

XYZ file:
```
12
Properties=species:S:1:pos:R:3:forces:R:3
C -0.59758 -0.43914 -0.00751 0.08 1.33 -0.75
C 1.86105 -0.81077 0.01029 -0.36 -2.24 0.40
H -1.96172 1.66439 -0.76116 0.18 0.14 0.12
H -1.84577 1.66058 0.84251 -0.14 0.08 0.20
H 0.64967 1.17835 0.03108 -0.41 0.01 -0.24
H 0.30587 -2.18927 -0.08225 0.36 0.00 0.23
H 2.52651 -1.72696 0.21008 -0.51 1.24 -0.46
N -1.30557 1.83871 0.00388 -0.81 0.43 -0.27
N -0.32051 0.88009 -0.07292 0.07 -0.87 0.43
N 0.53710 -1.20635 -0.01812 0.75 -1.07 0.08
O 2.23113 0.31858 -0.10446 0.91 0.74 0.10
S -2.08018 -1.16821 -0.05142 -0.12 0.23 0.17
```
Positions in Å, forces in eV/Å.

- LUMO level (eV) = 0.40
- 2S+1 = 1
- relative energy (zero: lowest compared OMol25 entry of this formula, charge and spin) (kcal per mole) = 27.1
- max |F| (eV Å⁻¹) = 2.3
- total energy (Eh) = -716.897541
- total charge = 0
- HOMO-LUMO gap (eV) = 9.363
- highest occupied orbital energy (eV) = -8.96

natural (NBO) population analysis, charges in e, atoms 1 to 5: number 1, C, carries 0.247; number 2, C, carries 0.552; number 3, H, carries 0.361; number 4, H, carries 0.354; number 5, H, carries 0.430